{"formula": "C35H20BrF4NO5PSW", "method": "ωB97M-V/def2-TZVPD", "species": ["W", "O", "C", "O", "C", "C", "C", "C", "C", "N", "C", "O", "O", "H", "H", "H", "F", "C", "C", "F", "C", "F", "C", "P", "C", "C", "C", "C", "C", "C", "C", "C", "C", "C", "C", "C", "C", "Br", "C", "F", "H", "H", "H", "H", "H", "H", "H", "H", "H", "H", "C", "C", "O", "S", "C", "C", "C", "C", "C", "C", "C", "C", "H", "H", "H", "H", "H", "H", "H"], "positions_angstrom": [[0.0678, -0.6320, -0.2456], [-1.9914, 3.0458, -0.9628], [-1.6121, 2.0798, -0.4254], [-0.8469, 1.0833, -1.1933], [-1.7248, 1.6414, 0.9801], [-2.4503, 2.3234, 1.9433], [-2.3937, 1.8618, 3.2549], [-1.5892, 0.7729, 3.5692], [-0.8990, 0.1574, 2.5382], [-0.9938, 0.5668, 1.2800], [0.0692, -0.9720, 2.6870], [0.3941, -1.5347, 3.6642], [0.6186, -1.2710, 1.4287], [-3.0335, 3.1919, 1.6672], [-2.9574, 2.3643, 4.0294], [-1.4846, 0.4014, 4.5802], [2.1469, -3.7664, -6.5253], [1.9585, -3.5894, -5.2414], [2.6587, -4.3454, -4.3145], [3.5129, -5.2565, -4.7160], [2.4508, -4.1394, -2.9514], [3.1118, -4.9055, -2.0988], [1.5681, -3.1750, -2.4922], [1.2362, -2.8387, -0.7481], [-0.2340, -3.8007, -0.3374], [-1.3955, -3.0444, -0.1505], [-2.6061, -3.6148, 0.2021], [-2.6653, -4.9958, 0.3501], [-1.5364, -5.7730, 0.1308], [-0.3273, -5.1844, -0.2126], [2.6656, -3.2042, 0.2553], [3.7150, -2.2866, 0.1891], [4.8696, -2.5112, 0.9192], [4.9703, -3.6384, 1.7243], [3.9186, -4.5418, 1.8035], [2.7632, -4.3307, 1.0689], [0.8762, -2.4412, -3.4507], [-0.3967, -1.1218, -2.9257], [1.0459, -2.6292, -4.8023], [0.3715, -1.9080, -5.6818], [-1.5114, -1.9358, -0.3370], [-3.4915, -3.0082, 0.3337], [-3.6006, -5.4672, 0.6200], [-1.5978, -6.8486, 0.2253], [0.5353, -5.8129, -0.3942], [3.6378, -1.4022, -0.4365], [5.6890, -1.8079, 0.8631], [5.8709, -3.8123, 2.2975], [3.9993, -5.4139, 2.4375], [1.9518, -5.0397, 1.1480], [5.4063, 9.1711, -3.0594], [4.6192, 8.1150, -2.3703], [4.2316, 8.0382, -1.2640], [4.2436, 6.7209, -3.6619], [3.3932, 5.4762, -2.9172], [3.0823, 4.3706, -3.7906], [2.4076, 3.3005, -3.3373], [1.9704, 3.2414, -1.9536], [2.2957, 4.3601, -1.0863], [2.9761, 5.4295, -1.5440], [1.2715, 2.2047, -1.5074], [0.6204, 1.1749, -1.0829], [5.5281, 10.0118, -2.3808], [4.8966, 9.4833, -3.9724], [6.3815, 8.7635, -3.3358], [3.4034, 4.4239, -4.8226], [2.1694, 2.4748, -3.9939], [1.9758, 4.3180, -0.0536], [3.2092, 6.2541, -0.8917]], "total_charge": 3, "gap_ev": [6.1, 6.1], "e_above_lowest_kcal_mol": 0.0, "homo_ha": [-0.599, -0.599]}


{"formula": "C2H2N4", "method": "ωB97M-V/def2-TZVPD", "species": ["C", "N", "N", "N", "C", "N", "H", "H"], "positions_angstrom": [[0.9250, 0.2436, 0.2395], [1.5070, -0.6981, 0.7734], [-1.1793, -1.3469, 0.9449], [-1.2777, -0.5572, 0.1113], [-0.9683, 0.4362, -0.6637], [0.2221, 1.1199, -0.2785], [2.2843, 0.0591, 0.4210], [-1.5462, 0.7161, -1.5215]], "gap_ev": 8.5, "e_above_lowest_kcal_mol": 102.7, "homo_ha": -0.298}


{"formula": "C32H25AsF6N2O3PdSb", "method": "ωB97M-V/def2-TZVPD", "species": ["Pd", "O", "C", "C", "C", "C", "C", "C", "C", "O", "N", "N", "C", "C", "C", "C", "C", "C", "C", "O", "H", "H", "H", "H", "H", "H", "H", "H", "H", "H", "C", "C", "C", "C", "C", "C", "As", "C", "C", "C", "C", "C", "C", "C", "C", "C", "C", "C", "C", "H", "H", "H", "H", "H", "H", "H", "H", "H", "H", "H", "H", "H", "H", "H", "F", "Sb", "F", "F", "F", "F", "F"], "positions_angstrom": [[1.0689, 1.0142, -1.4906], [3.2055, -0.3824, 3.4212], [2.0761, 0.0162, 4.0137], [1.8216, -0.3894, 5.3295], [0.6620, -0.0010, 5.9722], [-0.2682, 0.8050, 5.3200], [-0.0129, 1.2155, 4.0212], [1.1435, 0.8339, 3.3488], [1.4220, 1.2636, 1.9354], [2.4717, 0.8202, 1.3780], [0.5440, 2.1080, 1.4325], [0.7947, 2.4600, 0.1129], [0.6253, 3.7043, -0.1296], [0.7139, 4.4021, -1.4001], [0.3037, 5.7426, -1.3884], [0.3611, 6.5593, -2.4985], [0.8721, 6.0169, -3.6840], [1.2938, 4.7116, -3.7349], [1.2300, 3.8353, -2.6084], [1.6437, 2.6336, -2.7411], [3.1338, 0.0128, 2.4764], [2.5546, -1.0215, 5.8163], [0.4777, -0.3309, 6.9893], [-1.1789, 1.1104, 5.8216], [-0.7132, 1.8429, 3.4846], [0.3668, 4.3275, 0.7314], [-0.0729, 6.1435, -0.4513], [0.0301, 7.5892, -2.4498], [0.9388, 6.6330, -4.5756], [1.6921, 4.2864, -4.6483], [-4.7440, 1.0459, 0.2700], [-4.5550, -0.3305, 0.2683], [-3.2975, -0.8573, 0.0121], [-2.2149, -0.0178, -0.2383], [-2.4142, 1.3582, -0.2461], [-3.6732, 1.8875, 0.0092], [-0.4263, -0.7031, -0.6295], [-0.0339, -1.6908, 0.9972], [-0.8334, -1.6652, 2.1321], [-0.4766, -2.4026, 3.2539], [0.6847, -3.1593, 3.2448], [1.4953, -3.1731, 2.1168], [1.1413, -2.4396, 0.9964], [-0.9163, -2.2109, -1.7623], [-1.3247, -3.4391, -1.2516], [-1.6575, -4.4760, -2.1102], [-1.5768, -4.2943, -3.4843], [-1.1608, -3.0758, -3.9977], [-0.8322, -2.0371, -3.1384], [-5.7262, 1.4590, 0.4689], [-5.3890, -0.9948, 0.4632], [-3.1591, -1.9318, 0.0018], [-1.5791, 2.0127, -0.4530], [-3.8127, 2.9618, 0.0024], [-1.7222, -1.0467, 2.1576], [-1.0889, -2.3553, 4.1459], [0.9736, -3.7173, 4.1276], [2.4190, -3.7376, 2.1141], [1.7796, -2.4487, 0.1198], [-1.3521, -3.5979, -0.1793], [-1.9585, -5.4351, -1.7047], [-1.8096, -5.1136, -4.1543], [-1.0446, -2.9435, -5.0651], [-0.4644, -1.0988, -3.5365], [2.1373, -0.9897, -3.2094], [3.0851, -2.6077, -3.5302], [1.9082, -2.9897, -4.9723], [4.2433, -1.7186, -4.7373], [4.0092, -4.2327, -3.8704], [4.2425, -2.2257, -2.0893], [1.9233, -3.5302, -2.3467]], "total_charge": -2, "spin_multiplicity": 2, "gap_ev": [6.5, 6.5], "homo_ha": [-0.078, -0.082]}


{"formula": "C23H51BF3N2O10S", "method": "ωB97M-V/def2-TZVPD", "species": ["C", "N", "C", "B", "O", "C", "C", "C", "C", "C", "S", "O", "O", "O", "C", "C", "N", "C", "C", "F", "F", "F", "H", "H", "H", "H", "H", "H", "H", "H", "H", "H", "H", "H", "H", "H", "H", "H", "H", "H", "H", "H", "H", "H", "H", "C", "O", "C", "C", "O", "C", "C", "O", "C", "H", "H", "H", "H", "H", "H", "H", "H", "H", "H", "H", "H", "H", "H", "C", "O", "C", "C", "O", "C", "C", "O", "C", "H", "H", "H", "H", "H", "H", "H", "H", "H", "H", "H", "H", "H", "H"], "positions_angstrom": [[6.8410, -1.7791, 0.9432], [6.9211, -1.0163, -0.3373], [8.2850, -1.1368, -0.9141], [5.9011, -1.5718, -1.2418], [5.8700, -2.9132, -1.4998], [4.6924, -0.6653, -1.7877], [3.4425, -1.0130, -0.9161], [2.0990, -0.7457, -1.6160], [1.0638, -1.8660, -1.4415], [-0.0275, -1.7536, -2.5110], [-1.6822, -1.9245, -1.8923], [-1.9359, -0.7000, -1.1935], [-2.5280, -2.3946, -2.9311], [-1.6087, -3.1052, -0.8348], [3.5372, -0.3000, 0.4437], [3.7384, 1.1899, 0.2962], [5.0069, 1.4425, -0.4657], [4.9351, 0.8417, -1.8364], [6.1710, 1.3252, -2.6108], [6.4709, 0.4859, -3.5901], [7.2433, 1.4726, -1.8274], [5.9179, 2.5329, -3.1396], [5.8488, -2.2117, 1.0957], [7.5388, -2.6189, 0.9549], [7.0529, -1.1224, 1.7897], [8.3483, -1.9151, -1.6817], [8.6120, -0.1953, -1.3494], [8.9916, -1.3969, -0.1266], [5.6431, -3.1669, -2.4020], [4.4545, -0.9440, -2.8199], [3.5150, -2.0831, -0.7010], [2.2642, -0.5910, -2.6871], [1.6462, 0.1664, -1.2113], [0.6185, -1.7463, -0.4489], [1.5397, -2.8473, -1.4825], [0.0800, -2.4958, -3.3021], [-0.0233, -0.7530, -2.9464], [-1.1065, -2.8461, -0.0483], [4.3845, -0.7083, 0.9997], [2.6368, -0.4663, 1.0376], [3.7915, 1.7011, 1.2562], [2.9382, 1.6549, -0.2840], [5.8459, 1.0641, 0.0047], [5.1264, 2.4544, -0.5578], [4.0974, 1.3288, -2.3454], [-5.3687, -0.4727, -1.0552], [-6.0224, -1.6515, -0.6445], [-5.1827, -2.7382, -0.3172], [-5.5646, -3.3847, 0.9961], [-5.3009, -2.5979, 2.1457], [-6.1088, -1.4634, 2.4075], [-7.5111, -1.7680, 2.8864], [-8.3073, -2.3573, 1.8795], [-9.0415, -3.4918, 2.2805], [-5.1291, -0.4948, -2.1241], [-6.0467, 0.3596, -0.8648], [-4.4419, -0.3091, -0.4954], [-4.1289, -2.4356, -0.2616], [-5.2693, -3.4980, -1.1049], [-4.9153, -4.2573, 1.1112], [-6.5954, -3.7422, 0.9689], [-6.1310, -0.7742, 1.5611], [-5.6069, -0.9565, 3.2366], [-7.9645, -0.8152, 3.1913], [-7.4615, -2.4129, 3.7709], [-8.4563, -4.1341, 2.9470], [-9.2896, -4.0558, 1.3822], [-9.9719, -3.2133, 2.7867], [-0.4716, 5.4601, 3.3106], [-0.7294, 5.2617, 1.9376], [0.4031, 5.0739, 1.1221], [0.2278, 3.9198, 0.1572], [0.2052, 2.6294, 0.7476], [-0.9397, 2.2574, 1.5141], [-2.1897, 1.9710, 0.7097], [-2.7293, 3.1294, 0.1051], [-3.0743, 2.9783, -1.2548], [-0.2601, 6.5106, 3.5328], [-1.3644, 5.1622, 3.8586], [0.3700, 4.8490, 3.6537], [1.3013, 4.9112, 1.7306], [0.5669, 5.9773, 0.5185], [1.1200, 3.9165, -0.4787], [-0.6382, 4.0860, -0.4855], [-1.1376, 2.9727, 2.3128], [-0.6561, 1.3108, 1.9829], [-2.9304, 1.5521, 1.4044], [-1.9568, 1.2120, -0.0402], [-2.3361, 2.3722, -1.7915], [-3.1053, 3.9728, -1.6985], [-4.0578, 2.5116, -1.3736]], "total_charge": 1, "gap_ev": 7.3, "homo_ha": -0.374}


{"formula": "C7H7BeO6S", "method": "ωB97M-V/def2-TZVPD", "species": ["O", "C", "Be", "O", "C", "C", "O", "C", "O", "C", "O", "H", "C", "S", "C", "O", "H", "H", "H", "H", "H", "H"], "positions_angstrom": [[0.2831, 2.3846, -2.9220], [-0.7140, 1.8214, -3.0070], [1.3375, -1.5020, 0.2165], [-0.0130, 2.1670, 0.3107], [-0.0263, 1.0027, -0.1255], [-1.7441, -0.8893, -0.9248], [-1.9157, -1.9419, -1.4518], [1.2899, 0.2314, -0.4005], [2.3529, 0.8092, -0.6516], [-1.2818, 0.2374, -0.0558], [-2.1717, 0.6348, 0.7259], [2.7031, -1.8576, -0.0100], [0.1941, -2.9388, 3.6545], [-0.6048, -1.9622, 2.3825], [-1.0829, -0.6017, 3.4374], [0.6985, -1.4208, 1.5952], [-0.6022, -3.2318, 4.3408], [0.9413, -2.3796, 4.2174], [0.6122, -3.8441, 3.2132], [-0.2312, -0.0275, 3.8380], [-1.7725, 0.0515, 2.8817], [-1.6269, -1.0475, 4.2883]], "total_charge": 1, "gap_ev": [4.8, 4.1], "e_above_lowest_kcal_mol": 80.6, "homo_ha": [-0.453, -0.441]}


{"formula": "C3H4NO", "method": "ωB97M-V/def2-TZVPD", "species": ["C", "C", "C", "N", "O", "H", "H", "H", "H"], "positions_angstrom": [[-2.0785, -0.0126, -0.0302], [-1.0464, 0.5461, 0.3411], [0.1824, 0.7451, 0.8927], [1.3623, -0.5744, -1.5569], [2.0356, -0.2664, -2.6265], [-3.1220, -0.0650, -0.2243], [1.0630, 0.6851, 0.2632], [0.0705, 0.6085, 1.9263], [0.3963, -0.7562, -1.8126]], "total_charge": -1, "gap_ev": [7.1, 4.1], "e_above_lowest_kcal_mol": 77.9, "homo_ha": [-0.092, -0.040]}


{"formula": "C13H52N26O13", "method": "ωB97M-V/def2-TZVPD", "species": ["C", "O", "N", "N", "H", "H", "H", "H", "C", "O", "N", "N", "H", "H", "H", "H", "C", "O", "N", "N", "H", "H", "H", "H", "C", "O", "N", "N", "H", "H", "H", "H", "C", "O", "N", "N", "H", "H", "H", "H", "C", "O", "N", "N", "H", "H", "H", "H", "C", "O", "N", "N", "H", "H", "H", "H", "C", "O", "N", "N", "H", "H", "H", "H", "C", "O", "N", "N", "H", "H", "H", "H", "C", "O", "N", "N", "H", "H", "H", "H", "C", "O", "N", "N", "H", "H", "H", "H", "C", "O", "N", "N", "H", "H", "H", "H", "C", "O", "N", "N", "H", "H", "H", "H"], "positions_angstrom": [[-4.1975, 4.0885, -1.7670], [-4.1204, 4.9669, -0.9703], [-3.8303, 2.9133, -1.4999], [-4.7497, 4.1790, -2.9129], [-3.7948, 2.3176, -2.3147], [-3.7460, 2.5053, -0.5798], [-4.7379, 3.4505, -3.6124], [-5.2343, 4.9995, -3.2476], [2.2431, -1.3162, -4.5467], [2.2686, -0.6007, -5.5483], [1.8024, -0.9340, -3.4048], [2.4581, -2.5894, -4.5762], [1.8035, -1.5452, -2.6008], [1.6836, 0.0670, -3.3411], [2.2187, -3.0569, -3.7135], [2.2901, -2.9923, -5.4870], [-0.1614, 0.6126, 0.6620], [-0.1775, 0.3097, 1.8051], [-0.6035, 1.7545, 0.1990], [0.3869, -0.0520, -0.2960], [-1.0189, 1.6600, -0.7168], [-1.0414, 2.2860, 0.9378], [0.9759, -0.8722, -0.2728], [0.3763, 0.3424, -1.2257], [3.6262, -0.1832, 2.6466], [4.0185, 0.8930, 2.6862], [2.4620, -0.6213, 2.3707], [4.3635, -1.2393, 2.8494], [2.3343, -1.6168, 2.2575], [1.7049, 0.0349, 2.2433], [5.3089, -1.0903, 2.5267], [3.8617, -2.0890, 2.6341], [2.0745, -4.4360, 2.8337], [1.9402, -5.1593, 3.8297], [3.1797, -4.1054, 2.2813], [1.1195, -3.7462, 2.1597], [3.2911, -3.8280, 1.3165], [4.0026, -4.3536, 2.8116], [0.1423, -3.7539, 2.4150], [1.4230, -3.3619, 1.2763], [-3.4108, 3.2183, 2.1591], [-2.2988, 3.5268, 1.7542], [-4.4293, 3.9374, 1.8565], [-3.6099, 2.4248, 3.2062], [-4.1553, 4.4741, 1.0460], [-5.3881, 3.6585, 2.0086], [-4.5512, 2.1672, 3.4665], [-2.8851, 1.8227, 3.5697], [0.2807, 1.3104, 5.3821], [1.1059, 0.5035, 5.0420], [-0.1093, 1.4888, 6.6236], [-0.3430, 2.0692, 4.5619], [-1.0197, 1.9205, 6.6930], [0.4174, 1.1685, 7.4237], [-0.0841, 2.1959, 3.5939], [-1.0637, 2.6106, 5.0174], [1.8469, -3.6087, -1.1200], [2.4138, -2.8281, -0.3670], [0.5962, -3.5105, -1.4811], [2.4793, -4.4870, -1.8324], [0.3039, -4.2926, -2.0494], [-0.0487, -2.8742, -1.0346], [1.8677, -5.0753, -2.3801], [3.4807, -4.5266, -1.9579], [-2.2227, -3.2628, 2.0056], [-1.5466, -3.8729, 1.1495], [-3.1919, -3.8350, 2.6078], [-1.8454, -2.1722, 2.5888], [-3.4240, -4.7073, 2.1547], [-3.1989, -3.6494, 3.6006], [-1.0490, -1.6616, 2.2353], [-2.5524, -1.8121, 3.2139], [5.6763, -1.3041, -0.4098], [5.8716, -2.0057, 0.6215], [6.6018, -0.6567, -1.1527], [4.4424, -1.1166, -0.8519], [6.4420, -0.1432, -2.0077], [7.5655, -0.6587, -0.8507], [4.3319, -0.4150, -1.5699], [3.7160, -1.6675, -0.4172], [-0.0715, 4.9875, -1.4013], [1.0068, 4.5373, -1.1710], [-1.1702, 4.8045, -0.6533], [-0.2762, 5.7081, -2.5160], [-2.0861, 4.8580, -1.0757], [-1.0356, 4.1503, 0.1043], [-1.1740, 6.1301, -2.7061], [0.4324, 6.0562, -3.1459], [-3.3093, -1.5226, -1.0728], [-3.7484, -0.3800, -0.8464], [-3.9919, -2.5485, -0.7937], [-2.1870, -1.8405, -1.6653], [-3.5031, -3.4172, -0.9566], [-4.8449, -2.4123, -0.2703], [-2.0074, -2.7701, -2.0170], [-1.8545, -1.0243, -2.1587], [-0.5213, 1.5721, -3.7100], [-0.8629, 0.8752, -2.8391], [0.6293, 2.1970, -3.6439], [-1.2024, 1.9398, -4.7191], [0.8265, 2.6567, -2.7665], [1.0859, 2.6659, -4.4131], [-0.9197, 2.8897, -4.9137], [-2.1729, 1.6963, -4.8563]], "gap_ev": 7.4, "e_above_lowest_kcal_mol": 228.5, "homo_ha": -0.284}


{"formula": "C4H7BiO3", "method": "ωB97M-V/def2-TZVPD", "species": ["H", "Bi", "O", "C", "O", "C", "H", "H", "O", "C", "C", "H", "H", "H", "H"], "positions_angstrom": [[1.5511, 1.6240, -0.4572], [1.5306, 0.7349, 3.8518], [1.7438, 0.1978, 1.9810], [1.6451, 0.5768, 0.8230], [1.9103, -0.1659, -0.1951], [1.8275, 0.6421, -1.3803], [1.2117, 0.1241, -2.1156], [2.8241, 0.9355, -1.7096], [-0.8739, 0.6328, 0.4704], [-1.2393, -0.4356, 0.0238], [-2.6561, -0.8202, -0.2090], [-0.4822, -1.2066, -0.2446], [-3.3490, -0.0218, 0.0755], [-2.7770, -1.0782, -1.2724], [-2.8665, -1.7398, 0.3581]], "total_charge": 3, "spin_multiplicity": 2, "gap_ev": [5.0, 4.3], "e_above_lowest_kcal_mol": 84.8, "homo_ha": [-0.804, -0.789]}


For each record above, in turn, the calculated largest force on an atom values are 0.60, 2.63, 0.32, 0.78, 6.73, 3.21, 8.29, 6.23 eV/A.